No. 1
8
Properties=species:S:1:pos:R:3 method="wB97M-V/def2-TZVPD" homo_energy_ev=-10.02 homo_lumo_gap_ha=0.35248 e_lumo_ev=-0.43 total_charge=0
C -1.7861 0.2060 -0.1233
N -2.6513 -0.5067 0.2583
N -0.6735 0.7971 -0.5372
O 0.6078 0.5986 -0.0896
O 1.8680 -1.9762 -0.3286
Si 1.6179 -0.6603 0.2999
H 2.0000 -0.1631 1.4910
H -0.9828 1.7046 -0.9704


No. 2
21
Properties=species:S:1:pos:R:3 method="wB97M-V/def2-TZVPD" homo_energy_ev="1.09 / -3.43" homo_lumo_gap_ha="0.11961 / 0.28152" e_lumo_ev="4.34 / 4.23" total_charge=-1 multiplicity=2
C -0.9937 1.1094 -1.3576
C -0.0597 0.0002 -1.4677
C 0.2187 -0.4902 -0.0965
C 1.4739 -0.8335 0.1906
C 1.9486 -1.1846 1.6075
C -2.0473 -0.8764 0.6552
C -0.8836 -0.4327 0.9758
N -0.1401 2.3749 -0.9534
H -1.3697 1.2684 -2.4408
H -1.7819 1.0220 -0.5240
H -0.3932 -0.7151 -2.1715
H 0.9672 0.4085 -1.8304
H 2.3414 -1.0059 -0.5117
H 1.2806 -1.4249 2.4544
H 2.5269 -2.1376 1.4229
H 2.6773 -0.3622 1.8304
H -2.4444 -1.1048 -0.3992
H -2.6465 -0.9667 1.4649
H -0.4746 -0.0803 2.0062
H -0.7278 3.1390 -0.6506
H 0.5278 2.2928 -0.2044


No. 3
32
Properties=species:S:1:pos:R:3 method="wB97M-V/def2-TZVPD" homo_energy_ev="-20.64 / -20.60" homo_lumo_gap_ha="0.37372 / 0.23306" e_lumo_ev="-10.47 / -14.26" total_charge=+3 multiplicity=5
Pd 0.8645 -0.0065 0.0001
C -0.3468 1.2524 2.3737
C -1.2368 1.7075 1.2330
O -0.4618 1.6434 0.0001
C -1.2381 1.7057 -1.2320
C -0.3485 1.2517 -2.3733
O 0.3320 -0.0048 -2.0884
C -0.3524 -1.2593 -2.3736
C -1.2468 -1.7086 -1.2341
O -0.4734 -1.6459 -0.0003
C -1.2490 -1.7068 1.2321
C -0.3558 -1.2586 2.3730
O 0.3313 -0.0053 2.0884
H -0.9299 1.1511 3.2896
H 0.4551 1.9671 2.5514
H -1.5454 2.7420 1.3935
H -2.1278 1.0892 1.1153
H -1.5487 2.7396 -1.3926
H -2.1279 1.0858 -1.1131
H 0.4520 1.9676 -2.5522
H -0.9324 1.1490 -3.2886
H 0.4463 -1.9783 -2.5487
H -0.9329 -1.1557 -3.2909
H -1.5593 -2.7422 -1.3935
H -2.1356 -1.0865 -1.1189
H -1.5635 -2.7397 1.3914
H -2.1365 -1.0831 1.1151
H 0.4414 -1.9789 2.5497
H -0.9377 -1.1536 3.2891
Se 5.9336 0.0992 0.0011
C 7.6763 0.0107 0.0015
N 8.8545 -0.0482 0.0017


No. 4
110
Properties=species:S:1:pos:R:3 method="wB97M-V/def2-TZVPD" homo_energy_ev=-9.24 homo_lumo_gap_ha=0.35953 e_lumo_ev=0.54 total_charge=0
C -2.4409 -4.9209 0.2985
C -1.6615 -3.7917 -0.3456
C -0.2133 -3.7049 0.1278
C 0.4462 -2.4153 -0.3780
C 1.9531 -2.3591 -0.1268
C 2.3804 -1.7635 1.2186
C 2.5069 -0.2410 1.2220
C 1.2364 0.5114 1.6064
C 1.3009 2.0270 1.3667
C 0.6716 2.5164 0.0609
C 0.7875 1.6250 -1.1695
C 0.3300 2.3403 -2.4489
C 1.2930 3.4065 -2.9709
C 2.5834 2.8871 -3.6410
C 2.4202 1.5802 -4.4133
C 2.9800 0.3412 -3.6784
N 2.0567 -0.8072 -3.6259
S 1.9596 -1.7500 -4.9391
O 3.1604 -1.6351 -5.6785
O 1.4581 -3.0235 -4.5713
F 0.8229 -1.0704 -5.7719
H -3.4953 -4.8275 0.0274
H -2.1126 -5.8947 -0.0616
H -2.3972 -4.8557 1.3829
H -1.6424 -3.8629 -1.4353
H -2.1245 -2.8325 -0.1009
H -0.1883 -3.6576 1.2193
H 0.3593 -4.5668 -0.2197
H 0.2413 -2.3485 -1.4512
H -0.0925 -1.5907 0.0919
H 2.3341 -3.3762 -0.2275
H 2.4219 -1.7609 -0.9112
H 1.7464 -2.1071 2.0387
H 3.3777 -2.1624 1.4193
H 2.9074 0.1096 0.2684
H 3.2519 0.0294 1.9752
H 1.0783 0.3256 2.6709
H 0.3484 0.1248 1.1006
H 0.7019 2.4713 2.1615
H 2.3442 2.3321 1.4632
H -0.3819 2.7355 0.2424
H 1.1482 3.4702 -0.1729
H 1.7872 1.2017 -1.2895
H 0.1147 0.7732 -1.0281
H 0.0547 1.6186 -3.2189
H -0.6033 2.8481 -2.1886
H 0.7623 4.0205 -3.7002
H 1.5402 4.0587 -2.1361
H 3.3755 2.8352 -2.8920
H 2.9008 3.6420 -4.3538
H 1.3898 1.3992 -4.7111
H 2.9844 1.6724 -5.3424
H 3.1868 0.6183 -2.6457
H 3.9230 0.0193 -4.1033
H 1.1347 -0.5347 -3.3005
N -2.6475 -2.4934 3.0163
C -3.8805 -2.0617 2.7607
C -4.8757 -1.9650 3.7218
C -4.5733 -2.3378 5.0216
C -3.2946 -2.7908 5.3041
C -2.3729 -2.8496 4.2694
H -4.0758 -1.7795 1.7314
H -5.8601 -1.6049 3.4560
H -5.3219 -2.2773 5.8011
H -3.0154 -3.0941 6.3037
H -1.3614 -3.1983 4.4482
N 4.1504 4.7054 -6.3039
C 4.6746 3.7651 -7.0886
C 5.7711 3.9720 -7.9112
C 6.3568 5.2271 -7.9231
C 5.8240 6.2175 -7.1143
C 4.7264 5.9056 -6.3269
H 4.1872 2.7967 -7.0541
H 6.1535 3.1685 -8.5253
H 7.2141 5.4299 -8.5520
H 6.2485 7.2117 -7.0921
H 4.2816 6.6524 -5.6781
N 3.8219 -6.8877 -3.8764
C 2.7581 -6.0925 -3.9783
C 1.7427 -6.0420 -3.0340
C 1.8372 -6.8628 -1.9228
C 2.9378 -7.6967 -1.8009
C 3.8969 -7.6697 -2.8014
H 2.7205 -5.4644 -4.8604
H 0.9053 -5.3719 -3.1707
H 1.0657 -6.8530 -1.1627
H 3.0519 -8.3545 -0.9499
H 4.7743 -8.3053 -2.7429
N -1.3774 2.5813 3.2203
C -1.8649 1.3689 3.4849
C -3.0697 1.1509 4.1365
C -3.8141 2.2494 4.5371
C -3.3221 3.5158 4.2702
C -2.1067 3.6258 3.6127
H -1.2557 0.5332 3.1587
H -3.4127 0.1422 4.3247
H -4.7560 2.1286 5.0507
H -3.8692 4.3986 4.5709
H -1.6875 4.6008 3.3856
N -5.7554 3.5057 6.8274
C -6.8923 4.1771 6.6516
C -7.8989 4.2463 7.6023
C -7.7171 3.5785 8.8024
C -6.5408 2.8742 9.0012
C -5.5959 2.8709 7.9867
H -6.9971 4.6837 5.6980
H -8.8007 4.8090 7.4049
H -8.4794 3.6069 9.5703
H -6.3569 2.3389 9.9224
H -4.6595 2.3348 8.1031


No. 5
12
Properties=species:S:1:pos:R:3 method="wB97M-V/def2-TZVPD" homo_energy_ev=-9.34 homo_lumo_gap_ha=0.38683 e_lumo_ev=1.19 total_charge=0
C -1.1218 0.5646 0.5862
C -0.7890 0.8913 -0.7374
C 0.3986 0.4068 -1.2794
C 1.1690 -0.5111 -0.5780
C 0.7750 -0.8240 0.7191
C -0.3715 -0.3419 1.3341
H -2.1220 0.8123 0.9329
H -1.3935 1.5708 -1.3246
H 0.6877 0.6390 -2.2983
H 2.0714 -0.9887 -0.9357
H 1.2598 -1.6728 1.1957
H -0.5637 -0.5463 2.3854


No. 6
130
Properties=species:S:1:pos:R:3 method="wB97M-V/def2-TZVPD" homo_energy_ev=-9.03 homo_lumo_gap_ha=0.29525 e_lumo_ev=-0.99 total_charge=0
C 3.9627 0.5644 -2.1609
C 3.3622 0.2235 -3.5169
Br 4.0285 -1.3439 -4.3976
C 2.4136 0.9874 -4.0712
Br 1.7486 0.4977 -5.8157
C 1.9224 2.2082 -3.3676
C 2.8187 3.2591 -3.2541
C 2.4625 4.4421 -2.6641
C 1.1846 4.6143 -2.1575
C 0.8812 5.9795 -1.5577
C 0.2780 3.5699 -2.2171
C 0.6573 2.3638 -2.8308
C -0.3660 1.2612 -2.9061
O -0.3898 0.4123 -3.7808
C -1.4569 1.2174 -1.8574
C -2.0555 0.0178 -1.5751
C -3.0494 0.0205 -0.6168
C -3.4031 1.1939 0.0207
C -2.7863 2.3966 -0.2759
C -1.7995 2.3978 -1.2370
C -1.1119 3.6795 -1.6449
O -1.7369 4.7168 -1.5122
H 3.2272 1.0150 -1.4920
H 4.4653 -0.2968 -1.7148
H 4.7247 1.3342 -2.3488
H 3.8326 3.1986 -3.6423
H 3.1802 5.2540 -2.5870
H -0.1646 6.2631 -1.6351
H 1.4413 6.7058 -2.1641
H 1.2620 6.0854 -0.5359
H -1.7900 -0.8955 -2.0968
H -3.5521 -0.9172 -0.3984
H -4.1991 1.1095 0.7557
H -3.1013 3.3121 0.2162
C 5.1799 -4.2302 -2.1094
C 5.8759 -3.0328 -2.1826
C 7.1330 -2.9241 -1.5982
C 7.6936 -4.0167 -0.9489
C 6.9944 -5.2162 -0.8779
C 5.7369 -5.3215 -1.4546
H 4.1984 -4.3141 -2.5623
H 5.4295 -2.1853 -2.6970
H 7.6754 -1.9880 -1.6495
H 8.6744 -3.9339 -0.4974
H 7.4310 -6.0683 -0.3714
H 5.1894 -6.2538 -1.3947
C -5.9191 3.3060 4.2539
C -5.5990 4.4384 4.9914
C -5.3024 5.6327 4.3412
C -5.3353 5.6972 2.9538
C -5.6653 4.5645 2.2222
C -5.9496 3.3795 2.8686
H -6.1423 2.3731 4.7559
H -5.5763 4.3912 6.0729
H -5.0439 6.5122 4.9172
H -5.1055 6.6258 2.4465
H -5.6986 4.6035 1.1399
H -6.1995 2.5013 2.2849
C 4.1519 -4.6637 1.8973
C 3.2931 -4.7436 0.8101
C 2.0374 -5.3182 0.9571
C 1.6366 -5.8036 2.1943
C 2.4940 -5.7200 3.2834
C 3.7533 -5.1544 3.1341
H 5.1325 -4.2183 1.7800
H 3.6018 -4.3590 -0.1497
H 1.3700 -5.3863 0.1068
H 0.6549 -6.2467 2.3092
H 2.1802 -6.0962 4.2494
H 4.4236 -5.0941 3.9823
C -2.3871 -4.0838 4.9596
C -1.2980 -4.4302 4.1710
C -0.3282 -3.4838 3.8694
C -0.4436 -2.1917 4.3653
C -1.5306 -1.8457 5.1566
C -2.5046 -2.7905 5.4504
H -3.1449 -4.8221 5.1916
H -1.2056 -5.4402 3.7901
H 0.5162 -3.7519 3.2499
H 0.3149 -1.4543 4.1342
H -1.6194 -0.8381 5.5443
H -3.3550 -2.5185 6.0633
C -2.5768 0.4361 -6.5137
C -3.4871 0.3967 -7.5618
C -4.7338 -0.1865 -7.3783
C -5.0739 -0.7223 -6.1435
C -4.1645 -0.6792 -5.0948
C -2.9135 -0.1038 -5.2797
H -1.6024 0.8879 -6.6570
H -3.2243 0.8203 -8.5234
H -5.4410 -0.2227 -8.1977
H -6.0482 -1.1730 -5.9989
H -4.4309 -1.0957 -4.1305
H -2.1971 -0.0722 -4.4652
C -1.3223 9.0048 -0.4386
C -2.3394 8.1564 -0.8554
C -3.5981 8.6697 -1.1382
C -3.8369 10.0317 -1.0130
C -2.8184 10.8799 -0.5996
C -1.5622 10.3663 -0.3084
H -0.3409 8.6044 -0.2147
H -2.1519 7.0948 -0.9595
H -4.3932 8.0074 -1.4572
H -4.8174 10.4323 -1.2381
H -3.0044 11.9424 -0.5036
H -0.7694 11.0273 0.0191
C 8.1640 -7.0957 -6.4224
C 8.2392 -7.5267 -5.1046
C 7.8903 -6.6672 -4.0713
C 7.4572 -5.3787 -4.3551
C 7.3793 -4.9499 -5.6733
C 7.7361 -5.8062 -6.7068
H 8.4390 -7.7651 -7.2280
H 8.5707 -8.5337 -4.8828
H 7.9547 -7.0012 -3.0434
H 7.1821 -4.7131 -3.5541
H 7.0401 -3.9451 -5.8956
H 7.6797 -5.4688 -7.7343
C -4.7699 -2.5212 8.7060
C -3.8843 -1.4807 8.9543
C -4.2416 -0.4572 9.8214
C -5.4806 -0.4788 10.4473
C -6.3642 -1.5208 10.2017
C -6.0108 -2.5400 9.3281
H -4.4928 -3.3184 8.0273
H -2.9148 -1.4674 8.4708
H -3.5537 0.3573 10.0104
H -5.7573 0.3172 11.1272
H -7.3299 -1.5382 10.6913
H -6.7022 -3.3500 9.1327